No. 1
ORCA calculation (ωB97M-V with the def2-TZVPD basis set) on an isolated ion of composition H3O and charge +1.

Atoms and positions in Å:
O1 -0.27 0.09 0.25
H1 0.65 -0.01 0.62
H2 0.00 0.67 -0.60
H3 -0.38 -0.75 -0.27

**LUMO**: -6.12 eV
**Total charge**: +1

No. 2
ORCA calculation (ωB97M-V with the def2-TZVPD basis set) on one molecule with the formula C5H4O2S.

Atoms and positions in Å:
S1 -1.49 -2.34 1.04
O1 0.96 -1.04 1.60
O2 -0.66 1.27 0.95
C1 1.30 0.23 0.60
C2 -0.77 0.24 -1.24
C3 -0.26 -1.21 0.95
C4 -0.58 0.45 -2.52
C5 -0.24 0.25 0.22
H1 -0.66 0.25 -3.57
H2 -1.68 1.13 0.97
H3 2.06 0.86 1.17
H4 2.02 -0.09 -0.18

**LUMO**: -0.11 eV
**Structure (SMILES)**: C#C[C@]1(O)COC1=S

No. 3
ORCA calculation (ωB97M-V with the def2-TZVPD basis set) on a 15-piece molecular cluster, C36H76BCl29FN3O6PS overall.

Atoms and positions in Å:
Cl1 0.61 -0.29 4.61
Cl2 16.33 -10.57 -4.51
Cl3 7.43 -3.34 0.77
Cl4 10.78 -5.15 0.19
Cl5 -3.60 -7.86 4.23
Cl6 -2.56 9.85 -5.41
Cl7 -6.41 3.69 -2.76
Cl8 12.39 -7.19 -2.29
Cl9 -5.52 -2.47 3.76
Cl10 -2.83 8.22 -3.01
Cl11 -4.05 0.56 -6.17
Cl12 7.55 4.81 2.99
Cl13 -5.49 -11.12 -1.70
Cl14 -5.35 -8.12 1.89
Cl15 -8.03 1.47 -3.75
Cl16 -2.21 4.85 -6.66
Cl17 -9.92 0.24 -5.77
Cl18 -5.79 -5.29 4.44
Cl19 -1.37 0.32 -5.03
Cl20 -11.54 -1.97 -6.80
Cl21 13.56 -9.50 -0.93
Cl22 7.41 -1.57 -1.56
Cl23 -7.76 -12.28 -0.26
Cl24 6.17 5.91 5.32
Cl25 1.99 1.75 3.06
Cl26 0.05 -4.26 1.14
Cl27 -4.10 4.57 -4.43
Cl28 13.97 -9.40 -5.79
Cl29 11.09 -2.24 0.14
S1 -1.96 -4.01 0.85
P1 -3.17 4.14 -0.68
F1 -1.35 2.13 2.07
O1 -6.04 3.75 0.41
O2 -3.48 2.87 -1.71
O3 -2.20 -3.28 -0.39
O4 -5.68 2.12 2.69
O5 -2.58 -5.33 0.86
O6 -1.90 5.02 -1.23
N1 -4.32 1.24 0.97
N2 -2.74 3.47 0.85
N3 -5.34 5.79 1.61
C1 -2.61 -0.45 -6.03
C2 -2.89 0.97 0.57
C3 12.13 -8.47 -1.10
C4 -0.86 2.21 -0.21
C5 0.87 1.44 4.38
C6 2.34 3.32 -1.30
C7 -4.10 6.58 1.73
C8 5.40 0.18 0.24
C9 4.20 1.12 0.00
C10 6.14 1.53 2.30
C11 -2.00 2.22 0.83
C12 -6.98 2.04 -2.46
C13 6.76 1.45 3.72
C14 -2.77 3.82 -5.33
C15 -3.89 3.47 1.78
C16 0.18 3.34 0.01
C17 -2.36 -0.60 2.61
C18 -10.49 -1.41 -5.49
C19 -2.30 -0.35 1.10
C20 -1.78 -2.02 2.87
C21 -5.20 0.03 1.00
C22 3.84 1.27 -1.51
C23 14.58 -10.33 -4.41
C24 -6.39 -3.99 3.43
C25 -2.67 -3.13 2.27
C26 5.73 0.16 1.75
C27 7.73 5.56 4.58
C28 -2.30 8.26 -4.70
C29 0.85 3.78 -1.31
C30 7.77 -3.19 -0.96
C31 -3.68 -7.94 2.46
C32 11.78 -3.77 0.69
C33 -6.13 5.94 2.85
C34 -4.38 2.06 2.18
C35 -6.80 -10.83 -0.55
C36 2.39 1.80 -1.61
B1 -5.11 4.40 1.25
H1 -5.61 5.44 3.69
H2 -3.27 -7.03 2.05
H3 -5.28 -0.41 1.99
H4 1.74 1.31 -0.86
H5 -4.30 7.57 1.30
H6 -2.79 -1.16 0.54
H7 -5.99 4.18 -0.45
H8 -3.12 2.88 -5.73
H9 -2.86 7.52 -5.26
H10 -3.71 1.71 2.97
H11 0.85 4.86 -1.44
H12 5.24 2.15 2.34
H13 11.29 -9.08 -1.43
H14 5.07 -0.81 -0.08
H15 -2.82 -3.91 3.03
H16 -6.11 1.38 -2.40
H17 -7.53 2.02 -1.52
H18 8.29 6.49 4.47
H19 -4.16 3.25 -2.30
H20 -1.25 -0.43 0.81
H21 -4.71 1.84 0.22
H22 -2.89 -1.39 -5.57
H23 6.84 2.03 1.62
H24 -1.65 -2.22 3.94
H25 1.28 1.86 5.30
H26 -3.36 -0.61 3.05
H27 6.51 -0.60 1.89
H28 3.89 0.30 -2.01
H29 -3.11 -8.80 2.13
H30 -0.29 4.18 0.53
H31 -3.67 -2.78 1.99
H32 -0.08 1.91 4.15
H33 -1.24 8.03 -4.73
H34 2.94 3.87 -2.03
H35 7.08 0.44 3.97
H36 -6.21 0.35 0.72
H37 -0.34 1.27 -0.01
H38 -2.21 -0.62 -7.02
H39 -11.05 -1.44 -4.57
H40 3.30 0.75 0.51
H41 -2.28 5.79 -1.69
H42 -1.94 3.66 -4.65
H43 0.39 3.28 -2.17
H44 -2.92 0.88 -0.52
H45 -9.63 -2.07 -5.43
H46 14.35 -9.79 -3.50
H47 -1.23 2.13 -1.23
H48 -6.36 -10.51 0.39
H49 7.59 2.16 3.78
H50 4.81 -0.15 2.27
H51 8.82 -3.40 -1.12
H52 -7.14 5.56 2.69
H53 4.49 2.02 -1.97
H54 6.24 0.55 -0.34
H55 8.28 4.88 5.23
H56 11.91 -8.02 -0.14
H57 6.03 1.80 4.46
H58 -6.22 7.01 3.06
H59 -4.90 -0.70 0.25
H60 14.09 -11.30 -4.41
H61 -7.44 -10.05 -0.94
H62 12.77 -3.88 0.26
H63 -7.45 -3.84 3.61
H64 1.94 1.65 -2.60
H65 -6.22 -4.26 2.39
H66 11.84 -3.76 1.77
H67 -1.74 0.09 3.19
H68 -5.64 2.54 3.56
H69 0.96 2.97 0.69
H70 -0.78 -2.06 2.41
H71 -3.26 6.17 1.17
H72 -3.86 6.76 2.78
H73 -3.52 3.91 2.72
H74 7.16 -3.91 -1.49
H75 4.40 2.13 0.36
H76 2.70 3.49 -0.28

**LUMO**: -2.36 eV
**Total charge**: +1

No. 4
ORCA calculation (ωB97M-V with the def2-TZVPD basis set) on one molecule with the formula C3H6O2.

Atoms and positions in Å:
O1 -1.42 0.82 -0.68
O2 2.48 -0.08 -0.47
C1 1.22 0.39 -0.20
C2 -1.16 -0.10 0.37
C3 0.31 -0.37 0.38
H1 2.39 -1.04 -0.53
H2 1.07 1.42 -0.51
H3 0.65 -1.33 0.78
H4 -1.67 -1.06 0.18
H5 -1.51 0.28 1.34
H6 -2.35 1.06 -0.65

**LUMO**: 0.87 eV
**Structure (SMILES)**: O/C=C/CO

No. 5
ORCA calculation (ωB97M-V with the def2-TZVPD basis set) on one molecule with the formula C5H7NO.

Atoms and positions in Å:
O1 0.53 1.19 0.14
N1 -2.46 -0.71 -0.01
C1 -1.15 -0.34 0.02
C2 -0.84 1.10 -0.10
C3 2.46 -0.20 0.07
C4 0.01 -1.11 -0.11
C5 0.96 -0.11 0.04
H1 -2.56 -1.71 -0.13
H2 2.85 0.08 1.06
H3 -3.03 -0.35 0.75
H4 -1.04 0.92 -1.19
H5 -1.39 1.96 0.30
H6 2.89 0.49 -0.66
H7 2.78 -1.21 -0.17

**LUMO**: 0.46 eV
**Structure (SMILES)**: CC1=C=C(N)CO1

No. 6
ORCA calculation (ωB97M-V with the def2-TZVPD basis set) on C6H10N2 as an isolated structure.

Atoms and positions in Å:
N1 -1.62 0.01 -0.64
N2 2.38 0.87 -0.79
C1 1.37 0.18 -0.51
C2 -0.89 1.92 0.46
C3 0.95 -1.19 1.20
C4 -0.82 0.31 0.42
C5 0.30 -0.66 -0.02
C6 -0.96 -1.39 -0.75
H1 -0.69 -1.46 -1.75
H2 -2.04 1.94 0.89
H3 -0.02 2.26 1.26
H4 0.61 -0.09 1.99
H5 -0.97 -0.14 1.55
H6 -1.39 -2.16 -0.13
H7 2.29 -1.30 0.86
H8 -0.55 2.42 -0.48
H9 0.43 -2.26 1.51
H10 -2.67 -0.37 -0.51

**LUMO**: 0.52 eV

no.,orbital gap (eV),E_tot (eV),maximum force (eV/Å)
1,18.111,-2086.8140,4.35
2,8.951,-20174.1333,8.24
3,8.905,-441984.8276,3.69
4,9.568,-7301.9331,0.49
5,8.242,-8832.8278,1.48
6,10.317,-9356.8591,8.95